Record 1
Molecular formula: C3H4F2S
Method: DFT, the ωB97M-V functional and the def2-TZVPD basis

```
10
C3H4F2S (the ωB97M-V functional and the def2-TZVPD basis)
S -1.81046 -0.06301 -0.19065
F 1.59962 -0.72863 -1.01458
F 1.34250 0.77786 0.82076
C 0.71711 -0.09706 -0.03486
C -0.39729 -0.95488 0.66144
C -0.41641 0.94363 -0.73276
H -0.32071 -0.72179 1.74126
H -0.46013 1.63491 -0.04691
H -0.04453 1.21057 -1.75980
H -0.20970 -2.00160 0.55611
```

Summary:
total charge = 0
structure (SMILES) = FC1(F)CSC1
E_tot = -19444.065 eV
HOMO energy = -9.3 eV
energy above the lowest of the compared OMol25 structures with the same formula, charge and spin = 32.42 kcal per mole
E_LUMO = 0.723 eV
HOMO-LUMO gap = 9.98 eV


Record 2
Molecular formula: C47H74FIN14O4S
Method: DFT, the ωB97M-V functional and the def2-TZVPD basis

```
142
C47H74FIN14O4S (the ωB97M-V functional and the def2-TZVPD basis)
I 3.33637 -3.97749 1.66504
S -0.43972 -2.72369 -1.27566
F -0.53315 -1.81432 -2.54224
O -1.71608 -3.33436 -1.08046
O -2.88019 2.73238 -1.64423
O 0.58694 -3.67110 -1.54685
O -2.91644 0.39821 0.71491
N 4.07810 -3.01365 5.96661
N -0.01670 -1.76262 -0.01908
N 4.18437 -9.04910 5.97502
N -4.10858 -0.17542 5.49471
N 9.50305 -1.51283 0.72631
N 8.11470 -2.17984 -0.34064
N 0.36899 -3.40686 3.94261
N -0.42444 0.82029 3.04638
N -8.48628 -0.46585 -6.82799
N -6.97476 0.66488 -2.00494
N -6.28121 -4.13065 2.30224
N -5.30307 3.76344 2.15789
N -11.05630 -4.32004 -5.03914
N 6.04280 4.03698 -3.75990
C 3.52586 2.50268 -2.11233
C 4.91050 -8.94987 5.09254
C 2.94988 -1.04286 1.20471
C 0.86993 -2.49291 0.91144
C 5.48829 4.40994 -0.31410
C -0.57564 2.44976 -0.83355
C 9.14689 -0.89251 1.63676
C -9.10418 -1.20297 -4.40214
C -8.75841 -0.79074 -5.75863
C 0.89363 -1.39362 5.51703
C 5.90113 -2.29767 -1.73320
C -1.53133 2.95005 -1.69984
C 2.35570 -2.33076 0.62255
C 8.69581 -0.12244 2.79675
C 4.00500 4.82164 -0.16125
C -4.69342 -3.89669 0.24397
C -11.52082 -3.56257 -5.76859
C -5.56462 1.15168 -4.14342
C 8.00862 2.39895 -4.26085
C 2.86776 4.18058 -3.81444
C -1.18120 -1.24378 0.73784
C -3.42128 2.57862 -0.33734
C 4.05724 6.22623 0.51272
C 5.83916 -8.83858 3.97069
C 3.25753 3.92576 0.84097
C -1.08400 3.75104 -2.74027
C -2.24311 -0.53819 -0.10254
C -5.58433 -4.02739 1.39331
C -7.46570 3.25172 0.78882
C -6.35408 0.87858 -2.94576
C 0.76956 2.72799 -1.02173
C 6.90599 3.31022 -3.98018
C -4.18592 -1.17230 4.92513
C -3.86786 1.15765 -0.00535
C 3.53758 -5.52706 5.48332
C 0.60026 -2.52017 4.63960
C -2.63288 1.91763 3.88382
C 3.83926 -4.11738 5.74923
C -12.10087 -2.59030 -6.69122
C -1.38916 1.32580 3.41677
C -6.25599 3.53803 1.55492
C 3.27694 5.04542 -1.50949
C 7.13901 -2.23201 -0.95978
C 0.25584 4.02245 -2.91320
C -4.28378 -2.43277 4.19479
C 2.73988 3.81485 -2.29372
C 1.24483 3.52252 -2.06295
H 4.56823 6.13061 1.47191
H -4.71963 1.28990 0.67098
H -4.35368 3.15174 -0.33898
H -2.74756 1.73985 4.94867
H -6.22053 1.21451 -5.01064
H 2.62751 -2.44504 -0.42149
H 2.50015 5.20166 -3.92750
H 3.62952 -6.10743 6.39888
H -5.03318 2.09433 -4.02480
H -1.83380 4.12711 -3.42507
H 2.43666 5.71599 -1.30375
H 3.03634 6.56464 0.70012
H 0.66282 -3.56357 0.92128
H 9.54581 0.20886 3.39376
H 5.57753 3.32306 -0.21861
H 8.04003 -0.72970 3.42343
H -8.05093 2.48839 1.29705
H -0.86913 1.83530 0.01019
H 3.90840 4.13896 -4.15260
H 3.26679 1.95175 -1.21200
H 6.39560 -7.90596 4.04260
H -3.47086 1.46854 3.35722
H 6.08628 4.83416 0.49237
H -4.00592 -4.73879 0.21048
H 3.96204 5.58843 -2.16428
H -12.73126 -3.10109 -7.41586
H -0.79671 -0.58777 1.51496
H -8.06326 4.15592 0.69350
H 5.45306 -1.30679 -1.81408
H 5.28770 -8.85410 3.03276
H 0.69578 -2.15880 1.92950
H 8.85822 2.95783 -4.64725
H 0.71214 -0.46071 4.98507
H 1.93702 -1.43668 5.82831
H -7.19839 2.89269 -0.20422
H 3.58108 4.23995 1.83910
H 2.24686 -0.20930 1.12543
H -3.48122 -3.10066 4.50270
H -4.20172 -2.24448 3.12649
H 4.60786 6.92354 -0.11997
H -12.70286 -1.87165 -6.13876
H 4.59239 2.67142 -2.22112
H -8.31419 -0.90027 -3.71808
H -5.27443 -3.87459 -0.67555
H -1.73149 -0.05646 -0.94723
H 4.22931 -5.92190 4.74235
H 6.10257 -2.67726 -2.73272
H 2.52144 -5.61997 5.10329
H -10.03339 -0.72536 -4.09729
H 5.20344 -2.96409 -1.23156
H 3.88257 -0.76932 0.70963
H 3.52900 2.87333 0.76803
H -2.80814 3.01588 0.45015
H -4.26725 0.64025 -0.88116
H -2.95630 -1.27316 -0.48321
H 2.26025 3.47427 -4.37879
H 1.46572 2.28436 -0.32546
H 8.13961 0.75407 2.46113
H -4.11968 -2.97592 0.32444
H 3.20466 -1.17674 2.25571
H 3.23472 1.84900 -2.94318
H 7.69989 1.66250 -4.99979
H 5.87785 4.68544 -1.29133
H -5.24074 -2.90781 4.39806
H -4.84279 0.35222 -4.29844
H 6.53783 -9.67212 3.98771
H 8.30476 1.88783 -3.34756
H -11.30661 -2.06251 -7.21719
H 0.25386 -1.43611 6.39666
H 0.49332 4.65662 -3.75343
H -1.65702 -2.10085 1.23117
H -2.62934 2.99057 3.69693
H 2.18329 4.09966 0.81612
H -9.23037 -2.28379 -4.36602
```

Summary:
total charge = 0
E_tot = -100637.250 eV
HOMO energy = -8.3 eV
E_LUMO = 0.171 eV
HOMO-LUMO gap = 8.44 eV


Record 3
Molecular formula: C3H7NO2
Method: DFT, the ωB97M-V functional and the def2-TZVPD basis

```
13
C3H7NO2 (the ωB97M-V functional and the def2-TZVPD basis)
O 0.86991 1.22492 1.50701
O -1.50394 -1.28224 -2.00726
N -1.68256 0.40262 -0.42181
C 1.98245 0.70823 1.46890
C 2.33615 -0.63397 0.86613
C -2.13830 -0.32432 -1.53492
H -3.04778 0.06819 -2.09702
H 2.97783 -0.42015 0.00164
H 2.80720 1.04625 2.07189
H -0.88066 0.18769 0.04596
H 2.86473 -1.27508 1.57333
H -2.40618 0.60595 0.18853
H 1.45318 -1.07231 0.36970
```

Summary:
total charge = 0
structure (SMILES) = CC=O.NC=O
E_tot = -8808.777 eV
HOMO energy = -9.9 eV
energy above the lowest of the compared OMol25 structures with the same formula, charge and spin = 40.41 kcal per mole
E_LUMO = 0.848 eV
HOMO-LUMO gap = 10.75 eV


Record 4
Molecular formula: C36H21Br5Cl5N4O4SbTi
Method: DFT, the ωB97M-V functional and the def2-TZVPD basis

```
77
C36H21Br5Cl5N4O4SbTi (the ωB97M-V functional and the def2-TZVPD basis)
Sb 2.30819 -1.25858 -1.13884
Br -5.38174 -3.20325 2.51701
Br -4.96044 1.08646 -1.70821
Br -1.17713 5.84363 0.75414
Br -4.50335 6.27072 0.70644
Br -6.39923 3.86231 -0.53573
Ti -0.05068 1.38982 -0.53741
Cl 5.37005 3.91853 2.59834
Cl 2.58754 3.51107 3.94737
Cl 3.53953 1.82292 -1.94585
Cl 5.75651 3.11371 -0.37846
Cl 0.23638 2.41998 2.29006
O -0.44047 3.14825 -0.41819
O -1.91228 1.27670 -1.42767
O -1.80493 0.79007 1.14641
O -0.16067 -0.28739 0.18923
N -0.36684 -2.48326 -1.61146
N -1.31458 -3.75401 2.31201
N 1.86867 -0.89117 2.05144
N 0.57328 1.15097 -2.36535
C -1.22520 -0.26843 0.91774
C 0.16575 1.84531 -3.45937
C -3.92713 2.49911 -0.98455
C 0.82774 -2.87785 -1.17104
C -2.54744 2.31307 -0.96849
C 4.07033 3.21976 1.71489
C 2.82667 3.04484 2.30466
C -1.39296 -3.33152 -1.65821
C -0.07079 3.31957 -3.32135
C -2.62137 -3.91472 2.49533
C -0.88858 -2.60149 1.80944
C 2.73588 -1.05171 1.06362
C -3.53094 -2.91094 2.20383
C -1.73389 -1.54621 1.47879
C 4.54316 -1.24192 2.61797
C 1.78838 2.50443 1.55767
C 1.89999 2.02163 0.24106
C -3.09906 -1.70349 1.69652
C 3.63021 -1.08549 3.64074
C -2.69898 -2.75884 -2.13085
C -2.33703 4.52055 0.05936
C 4.09194 -1.24232 1.30641
C 0.91807 -0.76710 -3.74370
C 0.98684 -0.12351 -2.52022
C -3.72934 4.68364 0.03012
C -1.74958 3.36615 -0.41977
C -4.51881 3.66628 -0.48751
C 3.17986 2.24760 -0.29994
C 2.28308 -0.92622 3.31970
C 1.06346 -4.19753 -0.80856
C 1.24297 -0.81565 4.39814
C 0.37867 -0.11108 -4.83383
C 0.00693 -5.09771 -0.86184
C -1.23763 -4.66425 -1.27658
C 0.04227 1.22832 -4.68766
C 4.24150 2.83586 0.39514
H 0.18032 -2.49382 1.69182
H 1.45204 0.03852 5.04359
H 5.59637 -1.37423 2.83426
H -1.11909 3.52579 -3.09210
H 0.27222 -0.61221 -5.78696
H 0.15866 -6.12750 -0.56221
H 4.77132 -1.39353 0.47583
H -0.29637 1.81040 -5.53426
H 0.54006 3.72981 -2.52140
H -2.63066 -1.67124 -2.14049
H 2.04836 -4.50298 -0.47700
H 0.25988 -0.68894 3.95416
H 1.29054 -1.78126 -3.82811
H -2.94033 -4.86877 2.89781
H 1.24010 -1.71721 5.01606
H -3.78225 -0.89741 1.46195
H -2.93104 -3.10167 -3.14264
H 0.17044 3.82048 -4.25898
H -3.52083 -3.05896 -1.47773
H 3.94340 -1.10308 4.67704
H -2.08589 -5.33787 -1.29354
```

Summary:
expectation value of S² = 0.76
total charge = -1
2S+1 = 2
E_tot = -494304.942 eV
HOMO energy (spin up / spin down) = -4.1 / -4.9 eV
energy above the lowest of the compared OMol25 structures with the same formula, charge and spin = 35.65 kcal per mole
E_LUMO (spin up / spin down) = 2.175 / 2.167 eV
HOMO-LUMO gap (spin up / spin down) = 6.32 / 7.03 eV


Record 5
Molecular formula: C5H7NO
Method: DFT, the ωB97M-V functional and the def2-TZVPD basis

```
14
C5H7NO (the ωB97M-V functional and the def2-TZVPD basis)
O 0.27673 0.20696 -1.50614
N 2.20314 -1.24021 1.14295
C 1.00991 -0.94704 1.14096
C -0.77716 0.52876 0.28988
C -0.23350 -0.52769 1.22347
C -1.05667 -0.12269 -1.07762
C 0.32516 1.23889 -0.50180
H 2.48502 -1.90887 0.42502
H -1.79604 0.39045 -1.70594
H 0.00717 2.20247 -0.92417
H -1.55601 1.13945 0.75777
H 1.30683 1.34824 -0.02919
H -1.26585 -1.19689 -1.05351
H -0.92872 -1.11183 1.81832
```

Summary:
total charge = 0
E_tot = -8833.362 eV
HOMO energy = -8.8 eV
energy above the lowest of the compared OMol25 structures with the same formula, charge and spin = 65.50 kcal per mole
E_LUMO = 0.977 eV
HOMO-LUMO gap = 9.80 eV


Copy entry 5 word for word.
Molecular formula: C5H7NO
Method: DFT, the ωB97M-V functional and the def2-TZVPD basis

```
14
C5H7NO (the ωB97M-V functional and the def2-TZVPD basis)
O 0.27673 0.20696 -1.50614
N 2.20314 -1.24021 1.14295
C 1.00991 -0.94704 1.14096
C -0.77716 0.52876 0.28988
C -0.23350 -0.52769 1.22347
C -1.05667 -0.12269 -1.07762
C 0.32516 1.23889 -0.50180
H 2.48502 -1.90887 0.42502
H -1.79604 0.39045 -1.70594
H 0.00717 2.20247 -0.92417
H -1.55601 1.13945 0.75777
H 1.30683 1.34824 -0.02919
H -1.26585 -1.19689 -1.05351
H -0.92872 -1.11183 1.81832
```

Summary:
total charge = 0
E_tot = -8833.362 eV
HOMO energy = -8.8 eV
energy above the lowest of the compared OMol25 structures with the same formula, charge and spin = 65.50 kcal per mole
E_LUMO = 0.977 eV
HOMO-LUMO gap = 9.80 eV